Below is a 2-piece molecular cluster, C6H15NO overall at a distorted geometry, with properties calculated with ωB97M-V/def2-TZVPD.

Values from the calculation:
Maximum force ... 3.8 eV Å⁻¹
Energy ... -10000.3591 eV
Structure (SMILES) ... C=CCC[C@@H](C)N.O
Spin multiplicity ... 1
Gap between HOMO and LUMO ... 9.73 eV
Charge ... 0
LUMO energy ... 0.92 eV

Cartesian coordinates (Å):
C -1.367997 -0.087288 1.842055
C -0.288281 -0.473658 0.885245
C -0.333251 0.742315 -0.271577
C 1.087838 1.314663 -0.709290
C 3.392717 0.498687 -0.874832
C 2.349874 0.696298 -0.116280
N -0.751816 -1.605952 0.071718
H -0.984959 0.777990 2.383683
H -1.757193 -0.736679 2.613606
H -2.216776 0.387511 1.322589
H 0.701950 -0.637438 1.318250
H -1.017829 1.526075 0.181808
H -0.636113 0.197984 -1.156525
H 1.263081 1.280011 -1.835642
H 1.132208 2.400505 -0.551329
H 4.188546 -0.089550 -0.397079
H 3.576941 0.809218 -1.889291
H 2.113875 0.338771 0.877534
H -1.402855 -2.140481 0.588219
H -0.239852 -1.833348 -0.748451
H -2.929578 -0.372889 -0.881029
H -2.716147 -1.895633 -1.182540
O -3.164382 -1.097111 -1.470844

Force components x, y, z for each atom (eV/Å):
C -0.3158 1.7813 0.7823
C -1.0444 0.7685 -3.5703
C 2.4164 -0.2917 1.8445
C 0.1518 1.0438 -1.0598
C 2.1354 -1.4157 1.2916
C -3.2095 0.5319 -0.7319
N 0.3688 1.1397 1.7970
H 0.1611 0.0823 0.3583
H 0.1965 -0.7882 -0.0889
H 0.0571 -0.7040 -0.0471
H -0.3940 0.0817 0.1720
H 0.8439 -0.7767 -1.3175
H -1.0283 0.5069 0.1026
H -0.7538 -0.2292 1.2257
H -0.1744 -0.0799 0.3962
H 0.1106 0.4375 -0.4433
H -0.4665 0.1397 -0.1577
H 1.2889 -0.0990 0.1316
H -0.0668 -1.4387 -0.2924
H 0.0197 -0.8037 -0.1102
H 0.3022 -0.4988 0.0593
H 0.2084 0.4661 0.2727
O -0.8074 0.1462 -0.6147

Here are the Mulliken charges for atoms 1 to 2, given in e: -1.64, 0.68

---

Below is a 3-piece molecular cluster, C6H12 overall, with properties calculated with ωB97M-V/def2-TZVPD.

Values from the calculation:
Maximum force ... 0.2 eV Å⁻¹
Energy ... -6410.5667 eV
Spin multiplicity ... 1
Gap between HOMO and LUMO ... 9.88 eV
Charge ... 0
LUMO energy ... 0.70 eV

Cartesian coordinates (Å):
C -1.269301 -1.062541 0.459027
C -0.423065 0.076909 -0.102402
C -1.290163 1.171607 -0.709739
C 0.743742 0.527465 0.797767
C 1.649479 -0.364149 0.166350
C 0.744460 -0.504570 -1.049701
H -1.868586 -1.529770 -0.331729
H -0.640922 -1.834505 0.915805
H -1.956974 -0.689660 1.227101
H -1.902084 0.784116 -1.534062
H -0.677077 1.990934 -1.103310
H -1.971736 1.587394 0.042723
H 0.925241 1.597551 0.841204
H 1.781640 0.471069 1.893186
H 2.016618 -1.267853 0.638156
H 2.606535 0.326948 1.180791
H 0.585096 -1.499221 -1.484870
H 0.947105 0.218279 -1.846290

Force components x, y, z for each atom (eV/Å):
C -0.0146 -0.0510 0.0194
C -0.2081 0.0734 0.0098
C -0.0036 0.0368 -0.0068
C 0.0489 0.1211 -0.1662
C -0.1409 -0.1538 0.0834
C 0.0627 -0.0921 -0.2198
H 0.0900 0.0795 0.1053
H -0.0716 0.1044 -0.0705
H 0.1005 -0.0415 -0.1150
H 0.0961 0.0328 0.1282
H -0.0739 -0.1285 0.0611
H 0.0953 -0.0686 -0.0946
H 0.0075 -0.1399 0.0593
H 0.1198 -0.0299 -0.0762
H 0.0223 0.1811 -0.0238
H -0.1121 0.0120 0.0924
H 0.0253 0.1474 0.0835
H -0.0435 -0.0833 0.1305

Here are the Mulliken charges for atoms 1 to 2, given in e: -1.58, 1.73